{"formula": "C17H21N7O6", "method": "ωB97M-V with the def2-TZVPD basis set", "de_lowest_kcal_mol": 11.3, "homo_lumo_gap_ha": 0.24268, "lumo_energy_ev": -2.1, "fmax_ha_per_bohr": 0.129, "smiles": "O=[N+]([O-])c1cc([N+](=O)[O-])c2nnnn2c1.COC(=O)[C@@H]1CCCN1C1=CCCCC1", "e_tot_ha": -1494.7718, "molar_mass_da": 419.40, "symbols": ["C", "O", "C", "O", "C", "C", "C", "C", "N", "C", "C", "C", "C", "C", "C", "H", "H", "H", "H", "H", "H", "H", "H", "H", "H", "H", "H", "H", "H", "H", "H", "H", "H", "H", "O", "N", "O", "C", "C", "C", "N", "O", "O", "C", "N", "N", "N", "N", "C", "H", "H"], "positions_angstrom": [[-0.42, 1.89, 4.12], [-0.56, 2.88, 3.08], [-0.12, 2.44, 1.89], [0.37, 1.33, 1.75], [-0.30, 3.48, 0.80], [-1.73, 4.05, 0.77], [-2.12, 4.11, -0.71], [-0.90, 3.62, -1.49], [-0.06, 2.93, -0.51], [1.26, 2.63, -0.90], [1.79, 1.34, -0.81], [3.10, 1.02, -1.41], [3.75, 2.05, -2.34], [3.48, 3.47, -1.85], [1.97, 3.70, -1.71], [-0.68, 2.41, 5.04], [-1.11, 1.06, 3.92], [0.61, 1.51, 4.15], [0.42, 4.28, 1.03], [-2.43, 3.41, 1.34], [-1.70, 5.03, 1.25], [-2.97, 3.46, -0.91], [-2.38, 5.13, -1.00], [-1.16, 2.95, -2.33], [-0.38, 4.49, -1.92], [0.98, 0.64, -0.59], [3.81, 0.91, -0.56], [3.07, 0.06, -1.94], [4.82, 1.85, -2.38], [3.35, 1.90, -3.35], [3.96, 3.63, -0.87], [3.89, 4.20, -2.56], [1.54, 3.66, -2.73], [1.74, 4.69, -1.28], [1.94, -3.70, -3.63], [2.85, -3.55, -2.80], [4.00, -4.03, -2.96], [2.63, -2.75, -1.61], [3.67, -2.31, -0.79], [3.43, -1.32, 0.17], [4.48, -0.91, 1.06], [5.56, -1.55, 1.10], [4.25, 0.11, 1.75], [2.18, -0.56, 0.19], [1.15, -1.38, -0.30], [-0.20, -1.10, -0.20], [-0.81, -2.03, -0.89], [0.06, -2.85, -1.53], [1.30, -2.38, -1.23], [4.67, -2.76, -0.88], [1.94, -0.06, 1.12]]}

{"formula": "C17H21NO3", "method": "ωB97M-V with the def2-TZVPD basis set", "de_lowest_kcal_mol": 45.3, "homo_lumo_gap_ha": 0.30972, "lumo_energy_ev": 0.0, "fmax_ha_per_bohr": 0.063, "smiles": "C=C(CC)C(=O)c1ccc2c(c1)O[C@@H](CCC)C(=O)N2C", "e_tot_ha": -940.8459, "molar_mass_da": 287.36, "symbols": ["O", "O", "O", "C", "C", "C", "C", "C", "C", "C", "C", "C", "C", "N", "C", "C", "C", "C", "C", "C", "C", "H", "H", "H", "H", "H", "H", "H", "H", "H", "H", "H", "H", "H", "H", "H", "H", "H", "H", "H", "H", "H"], "positions_angstrom": [[-3.18, 0.60, -2.97], [3.09, 2.75, 2.31], [0.19, 0.77, 1.88], [-2.62, 0.02, -2.03], [2.18, 2.23, 1.69], [-4.53, -1.40, -1.42], [-3.17, -1.27, -1.59], [-0.67, 1.63, -2.13], [-1.13, 0.46, -0.04], [0.40, 2.28, -1.52], [-0.01, 1.09, 0.55], [-1.46, 0.69, -1.38], [0.75, 2.03, -0.17], [1.83, 2.70, 0.46], [2.71, 3.71, -0.21], [-1.34, -2.72, -2.59], [0.76, -2.16, 2.51], [-2.28, -2.49, -1.36], [1.54, 0.99, 2.27], [2.08, -1.47, 2.81], [2.37, -0.29, 1.92], [-4.98, -2.35, -1.20], [-5.19, -0.57, -1.57], [-1.00, 1.88, -3.12], [-1.76, -0.19, 0.57], [0.93, 3.02, -2.14], [3.67, 3.29, -0.47], [2.24, 4.08, -1.13], [2.89, 4.56, 0.43], [-1.91, -2.90, -3.47], [-0.69, -3.57, -2.42], [-0.69, -1.84, -2.77], [-0.04, -1.60, 2.95], [0.58, -2.21, 1.42], [0.80, -3.19, 2.91], [-1.69, -2.35, -0.47], [-2.89, -3.40, -1.22], [1.56, 1.14, 3.38], [2.16, -1.19, 3.87], [2.87, -2.17, 2.59], [3.43, -0.09, 2.02], [2.18, -0.52, 0.86]]}

{"formula": "C17H21NO4PdSe", "method": "ωB97M-V with the def2-TZVPD basis set", "de_lowest_kcal_mol": 21.4, "homo_lumo_gap_ha": [0.26380, 0.19746], "lumo_energy_ev": [0.1, -2.1], "fmax_ha_per_bohr": 0.075, "spin_multiplicity": 3, "e_tot_ha": -3545.2648, "molar_mass_da": 488.74, "s2": 2.016, "symbols": ["Pd", "C", "C", "O", "C", "C", "C", "C", "C", "C", "O", "H", "H", "H", "H", "H", "H", "H", "C", "O", "C", "C", "O", "C", "H", "H", "H", "H", "H", "H", "H", "H", "H", "H", "Se", "C", "C", "C", "N", "C", "C", "H", "H", "H", "H"], "positions_angstrom": [[8.91, 13.38, 4.04], [13.06, 13.60, 4.32], [11.69, 14.14, 4.34], [10.86, 13.63, 3.50], [11.36, 15.23, 5.27], [12.21, 15.94, 6.06], [11.79, 16.95, 6.97], [10.45, 17.23, 7.22], [9.52, 16.61, 6.37], [9.92, 15.62, 5.40], [9.03, 15.30, 4.51], [13.33, 12.78, 3.61], [13.29, 13.27, 5.34], [13.78, 14.43, 4.07], [13.30, 15.83, 6.03], [12.58, 17.43, 7.52], [10.09, 17.95, 7.98], [8.46, 16.83, 6.48], [6.07, 14.80, 4.15], [6.80, 13.76, 4.79], [6.14, 13.05, 5.82], [6.94, 12.90, 7.09], [8.28, 12.57, 6.80], [9.05, 12.29, 7.96], [5.84, 14.55, 3.13], [6.71, 15.67, 4.22], [5.08, 14.98, 4.56], [5.95, 12.04, 5.38], [5.15, 13.53, 6.03], [6.40, 12.05, 7.64], [6.87, 13.87, 7.63], [8.48, 11.87, 8.80], [9.65, 13.24, 8.25], [9.86, 11.54, 7.76], [8.77, 11.10, 3.17], [8.98, 9.85, 4.61], [7.92, 9.01, 5.09], [8.18, 8.15, 6.12], [9.41, 7.97, 6.59], [10.40, 8.77, 6.26], [10.23, 9.75, 5.23], [6.89, 9.19, 4.73], [7.43, 7.54, 6.60], [11.40, 8.57, 6.69], [11.11, 10.41, 4.92]]}

{"formula": "C17H22AuN9OS", "method": "ωB97M-V with the def2-TZVPD basis set", "de_lowest_kcal_mol": 0.0, "homo_lumo_gap_ha": [0.29975, 0.19333], "lumo_energy_ev": [-6.4, -9.3], "fmax_ha_per_bohr": 0.040, "spin_multiplicity": 3, "e_tot_ha": -1762.3662, "total_charge": 2, "molar_mass_da": 597.46, "s2": 2.011, "symbols": ["Au", "N", "C", "N", "C", "N", "C", "C", "N", "C", "C", "N", "H", "H", "H", "H", "H", "C", "C", "C", "C", "N", "C", "S", "N", "H", "H", "H", "H", "H", "C", "N", "C", "C", "C", "N", "C", "C", "O", "H", "H", "H", "H", "H", "H", "H", "H", "H", "H", "H", "H"], "positions_angstrom": [[0.64, 0.85, -0.23], [4.92, 1.31, -1.29], [4.00, 0.38, -1.00], [2.85, 0.99, -0.80], [3.13, 2.32, -1.00], [4.38, 2.54, -1.31], [2.09, 3.34, -0.97], [2.37, 4.70, -1.09], [1.40, 5.59, -1.18], [0.14, 5.17, -1.15], [-0.16, 3.82, -0.96], [0.82, 2.93, -0.87], [5.89, 1.20, -1.52], [4.18, -0.68, -0.94], [3.39, 5.05, -1.12], [-0.64, 5.91, -1.27], [-1.18, 3.47, -0.88], [-5.20, 2.70, -2.02], [-4.51, 1.62, -1.24], [-5.01, 0.31, -1.20], [-4.26, -0.63, -0.51], [-3.14, -0.30, 0.11], [-2.79, 0.96, 0.08], [-1.40, 1.41, 1.04], [-3.39, 1.91, -0.58], [-6.27, 2.52, -2.05], [-4.83, 2.70, -3.04], [-5.00, 3.68, -1.58], [-5.94, 0.06, -1.69], [-4.56, -1.67, -0.47], [1.31, -0.73, 2.70], [1.04, -2.04, 2.12], [1.06, -3.14, 3.09], [0.33, -4.35, 2.54], [0.90, -4.65, 1.17], [0.77, -3.48, 0.32], [0.62, -3.73, -1.11], [0.83, -2.22, 0.80], [0.65, -1.27, -0.03], [0.42, -0.32, 3.19], [1.64, -0.04, 1.94], [2.10, -0.83, 3.44], [0.58, -2.79, 4.01], [2.09, -3.40, 3.33], [-0.74, -4.14, 2.46], [0.46, -5.20, 3.21], [0.35, -5.47, 0.70], [1.95, -4.95, 1.25], [-0.35, -4.18, -1.32], [1.40, -4.42, -1.44], [0.70, -2.80, -1.66]]}

{"formula": "C17H22ClN3S2", "method": "ωB97M-V with the def2-TZVPD basis set", "de_lowest_kcal_mol": 344.8, "homo_lumo_gap_ha": 0.29884, "lumo_energy_ev": 0.6, "fmax_ha_per_bohr": 0.351, "smiles": "Cc1ccc(Cl)cc1NC(=S)N(CCN(C)C)Cc1cccs1", "e_tot_ha": -2081.2771, "molar_mass_da": 367.97, "symbols": ["C", "C", "C", "C", "C", "C", "C", "N", "C", "N", "C", "H", "H", "C", "N", "C", "H", "H", "H", "C", "H", "H", "H", "H", "H", "C", "C", "C", "C", "C", "S", "H", "H", "H", "H", "H", "S", "H", "H", "Cl", "H", "H", "H", "H", "H"], "positions_angstrom": [[2.66, 2.61, -1.45], [3.22, 1.35, -0.87], [4.57, 1.25, -0.61], [4.94, -0.04, -0.03], [4.01, -1.20, 0.13], [2.58, -0.94, 0.08], [2.09, 0.21, -0.36], [0.78, 0.47, -0.92], [-0.07, 1.39, -0.29], [-1.27, 1.35, -0.63], [-2.32, 2.41, 0.12], [-1.90, 3.28, 0.22], [-3.11, 2.19, -0.65], [-2.67, 1.67, 1.47], [-3.42, 0.32, 1.12], [-4.88, 0.52, 1.09], [-5.31, 0.86, 1.86], [-5.32, -0.45, 0.82], [-4.81, 1.31, 0.02], [-3.28, -0.52, 2.49], [-3.70, -0.15, 3.22], [-2.31, -0.68, 2.67], [-3.77, -1.38, 2.21], [-3.34, 2.37, 2.17], [-1.78, 1.55, 1.76], [-1.70, 0.63, -1.74], [-2.38, -0.89, -1.34], [-3.59, -1.01, -1.68], [-3.97, -2.50, -1.02], [-2.81, -3.00, -0.35], [-1.51, -1.76, -0.44], [-2.79, -3.92, -0.05], [-4.78, -2.95, -1.25], [-4.36, -0.74, -2.26], [-2.58, 1.12, -2.25], [-0.91, 0.65, -2.39], [0.57, 2.41, 0.79], [0.36, -0.42, -0.75], [1.92, -1.60, 0.28], [4.43, -2.38, 1.06], [6.01, -0.21, 0.36], [4.98, 2.02, -0.58], [2.16, 3.28, -0.75], [3.38, 2.93, -2.05], [1.69, 2.47, -2.29]]}

{"formula": "C17H22F3NO3", "method": "ωB97M-V with the def2-TZVPD basis set", "de_lowest_kcal_mol": 13.2, "homo_lumo_gap_ha": 0.25615, "lumo_energy_ev": -0.5, "fmax_ha_per_bohr": 0.075, "e_tot_ha": -1240.9693, "molar_mass_da": 345.36, "symbols": ["C", "C", "O", "C", "C", "C", "C", "C", "O", "O", "H", "H", "H", "H", "H", "H", "H", "H", "H", "H", "H", "C", "N", "C", "C", "C", "C", "C", "C", "C", "F", "F", "F", "C", "C", "H", "H", "H", "H", "H", "H", "H", "H", "H", "H", "H"], "positions_angstrom": [[-0.21, -1.80, -4.48], [0.15, -1.89, -3.02], [-0.89, -1.32, -2.23], [-0.59, -1.17, -0.92], [-1.75, -0.57, -0.14], [-3.02, -0.56, -0.93], [-1.84, -1.23, 1.21], [-3.16, -1.03, 1.97], [-0.97, -1.90, 1.72], [0.52, -1.46, -0.49], [0.58, -2.22, -5.07], [-1.13, -2.34, -4.72], [-0.33, -0.75, -4.79], [0.30, -2.93, -2.72], [1.07, -1.34, -2.82], [-2.79, -0.68, -2.00], [-3.62, -1.45, -0.66], [-3.65, 0.33, -0.80], [-3.97, -0.56, 1.43], [-3.49, -2.02, 2.32], [-2.93, -0.44, 2.87], [-1.65, 2.46, -1.09], [-0.51, 1.66, -0.69], [0.60, 1.59, -1.64], [-0.49, 1.05, 0.50], [0.77, 0.94, 1.27], [2.06, 1.46, 0.89], [3.21, 1.10, 1.56], [3.12, 0.36, 2.75], [4.37, -0.15, 3.42], [4.19, -0.40, 4.75], [4.79, -1.34, 2.85], [5.42, 0.72, 3.31], [1.87, 0.09, 3.29], [0.73, 0.42, 2.60], [-1.62, 2.57, -2.17], [-2.60, 1.98, -0.79], [-1.61, 3.46, -0.62], [0.18, 1.49, -2.64], [1.16, 2.53, -1.59], [1.25, 0.74, -1.41], [-1.40, 1.18, 1.13], [2.17, 2.19, 0.08], [4.19, 1.37, 1.19], [1.79, -0.43, 4.25], [-0.25, 0.28, 3.07]]}